C6H39NO13 | the ωB97M-V functional and the def2-TZVPD basis

Properties
Energy relative to the best compared isomer or geometry (same formula, charge and spin) = 4.196 eV
Spin multiplicity = 1
Calculated total energy = -1284.81688 a.u.
Molecular weight = 333.4 g/mol
Frontier orbital gap = 9.052 eV

Atoms and positions in Å:
1 C 0.539 3.519 1.084
2 C 0.788 2.487 2.192
3 C 0.417 2.885 -0.288
4 N -0.768 1.995 -0.420
5 C 0.652 -0.132 -0.401
6 C -0.393 0.713 -1.097
7 C -1.814 -0.007 -1.140
8 O -2.179 -0.398 -2.436
9 H -0.355 4.118 1.302
10 H 1.311 4.272 1.281
11 H 0.867 3.043 3.126
12 H 1.555 1.742 1.991
13 H -0.091 1.858 2.361
14 H 0.274 3.647 -1.062
15 H 1.336 2.336 -0.490
16 H -1.154 1.746 0.489
17 H 1.586 0.408 -0.382
18 H 0.439 -0.419 0.628
19 H 0.710 -1.005 -1.055
20 H -0.065 0.981 -2.105
21 H -2.503 0.776 -0.832
22 H -1.850 -0.687 -0.279
23 H -1.493 -0.963 -2.806
24 H 0.613 -2.788 -2.894
25 H 0.388 -4.216 -3.015
26 O -0.018 -3.464 -2.561
27 H 3.190 -0.304 -0.700
28 H 3.824 -0.229 -2.057
29 O 3.350 -0.847 -1.487
30 H 1.850 -2.842 1.105
31 H 2.518 -1.573 0.456
32 O 2.287 -1.994 1.289
33 H 2.356 -1.941 -2.669
34 H 2.617 -2.911 -3.835
35 O 2.127 -2.116 -3.600
36 H -2.161 2.718 -2.477
37 H -1.414 4.028 -2.292
38 O -2.149 3.636 -2.770
39 H 0.327 -4.018 -0.633
40 H 0.166 -4.667 0.768
41 O 0.752 -4.129 0.226
42 H 0.733 -1.207 4.109
43 H 1.658 -0.715 2.888
44 O 0.776 -0.853 3.221
45 H -2.226 1.698 3.133
46 H -2.983 0.790 2.050
47 O -2.412 1.543 2.206
48 H 3.878 -0.803 1.763
49 H 5.050 -0.720 0.665
50 O 4.189 -0.419 0.952
51 H -1.732 -2.655 3.014
52 H -0.240 -2.746 2.677
53 O -0.934 -3.152 3.208
54 H -4.655 -1.009 -1.528
55 H -3.781 -2.212 -1.046
56 O -4.647 -1.942 -1.319
57 H -3.635 3.118 1.298
58 H -3.407 2.991 -0.250
59 O -4.066 3.034 0.447

Atomic forces in eV per Å
C -0.075 0.097 0.961
C -1.680 -0.120 0.225
C -0.587 0.445 -0.053
N 1.561 -0.212 -0.039
C -0.540 0.133 -0.495
C -2.447 0.699 1.098
C 1.539 1.609 0.179
O -0.201 -0.628 0.235
H -0.229 -0.453 0.035
H 0.336 -0.114 -1.160
H 0.720 -0.307 0.132
H 0.592 0.517 0.076
H -0.033 0.036 -0.193
H 0.483 0.073 0.075
H 0.140 0.062 -0.186
H 0.207 0.223 0.061
H 0.275 -0.009 -0.061
H -0.440 -0.019 -0.112
H 0.524 -0.293 0.413
H -0.110 -0.209 -0.078
H -0.340 0.017 -0.377
H -0.010 -1.015 -0.617
H -0.090 -0.154 0.013
H -0.370 0.106 0.118
H -0.528 -0.299 0.163
O 0.598 -0.042 -0.199
H 0.323 -0.267 0.066
H -0.037 -0.247 -0.248
O 0.227 0.366 -0.498
H -0.094 0.224 -0.363
H -0.070 -0.614 -0.020
O 0.046 -0.342 0.495
H 0.440 0.339 -0.141
H 0.092 0.046 -0.052
O -0.186 -0.134 0.144
H 0.127 0.033 0.076
H 0.006 -0.050 0.103
O -0.171 -0.010 -0.168
H -0.134 0.183 -0.312
H -0.059 0.031 -0.047
O 0.152 -0.147 0.370
H 0.560 -0.013 0.119
H 0.446 -0.452 0.238
O -1.343 0.449 -0.173
H -0.237 -0.535 0.233
H -0.187 -0.058 0.522
O 0.340 0.515 -0.544
H 0.359 -0.771 0.447
H 0.060 -0.394 0.485
O 0.136 1.736 -0.682
H 0.025 0.065 -0.062
H 0.003 0.342 0.023
O -0.046 -0.413 0.040
H 0.475 0.158 -0.070
H 0.733 0.237 -0.027
O -1.249 -0.449 0.060
H 0.506 -0.167 -0.120
H 0.381 0.153 0.210
O -0.917 0.043 -0.320


C4H5NO2S2 | the ωB97M-V functional and the def2-TZVPD basis

Properties
Energy relative to the best compared isomer or geometry (same formula, charge and spin) = 4.148 eV
Spin multiplicity = 1
Calculated total energy = -1156.88820 a.u.
Molecular weight = 163.2 g/mol
Frontier orbital gap (spin up / spin down) = 7.398 / 7.401 eV

Atoms and positions in Å:
1 C 0.497 1.830 -0.417
2 C -0.527 1.115 -1.065
3 C 0.445 -1.077 0.715
4 C -0.424 -1.622 -0.252
5 N 1.725 1.452 -0.156
6 O 3.203 -0.518 0.230
7 O 1.675 -0.638 -1.732
8 S -1.032 -0.482 -1.364
9 S 1.958 -0.220 -0.340
10 H 0.344 2.836 -0.271
11 H -1.253 1.574 -1.678
12 H 0.165 -0.096 1.140
13 H 0.995 -1.863 1.244
14 H -0.889 -2.630 -0.302

Atomic forces in eV per Å
C 1.097 -2.645 -1.295
C -0.675 -1.648 0.098
C 2.146 0.344 -0.379
C -2.247 1.672 -1.883
N -0.481 -1.883 0.585
O 1.754 -0.857 1.120
O 0.801 0.691 1.884
S 0.466 -1.267 1.591
S -1.997 1.095 -2.947
H -0.590 2.366 0.260
H -0.556 1.504 -0.210
H -0.297 -0.895 0.533
H -0.327 0.715 0.753
H 0.907 0.807 -0.111


C6H9BO2 | the ωB97M-V functional and the def2-TZVPD basis

Properties
Energy relative to the best compared isomer or geometry (same formula, charge and spin) = 2.046 eV
Spin multiplicity = 1
Calculated total energy = -409.26309 a.u.
Molecular weight = 123.9 g/mol
Frontier orbital gap = 9.509 eV

Atoms and positions in Å:
1 B -0.517 0.217 -0.116
2 C 2.199 -1.719 -0.052
3 C 2.042 2.002 0.033
4 C 2.656 -0.500 0.048
5 C 1.755 0.726 0.016
6 C -2.653 0.617 -0.371
7 C -2.497 -0.680 0.448
8 O -1.389 1.246 -0.258
9 O -1.109 -0.922 0.287
10 H 2.933 -2.472 -0.061
11 H 1.198 -1.783 -0.347
12 H 3.110 2.295 0.252
13 H 1.202 2.562 -0.209
14 H 3.686 -0.086 0.055
15 H -2.889 0.464 -1.378
16 H -3.553 1.210 0.066
17 H -2.773 -0.312 1.469
18 H -3.127 -1.582 0.214

Atomic forces in eV per Å
B 3.800 1.385 1.039
C 1.377 0.662 -0.305
C 2.039 -1.132 0.484
C -0.451 4.259 0.203
C -3.042 -3.664 -0.617
C -2.778 0.385 1.885
C -1.158 0.954 0.326
O 0.026 0.569 -0.488
O 0.601 -1.562 0.264
H 0.213 -1.379 -0.090
H -1.451 -0.864 0.142
H -1.394 0.252 -0.488
H -0.759 2.075 0.004
H -0.217 -1.193 0.402
H -0.180 -0.341 -1.749
H 1.867 -0.483 -0.626
H 0.735 -0.969 -0.259
H 0.770 1.046 -0.126


C4H9N3S | the ωB97M-V functional and the def2-TZVPD basis

Properties
Energy relative to the best compared isomer or geometry (same formula, charge and spin) = 5.561 eV
Spin multiplicity = 1
Calculated total energy = -720.06897 a.u.
Molecular weight = 131.2 g/mol
Frontier orbital gap = 8.709 eV

Atoms and positions in Å:
1 C 0.875 1.561 -1.394
2 C 0.368 0.120 0.311
3 C -1.233 0.450 0.402
4 C 0.359 -1.286 0.554
5 H 1.748 2.069 -1.011
6 H 1.028 1.646 -2.563
7 H -0.071 2.265 -0.918
8 H 0.246 -0.390 -1.473
9 H 0.642 0.840 1.030
10 H -1.559 0.887 1.435
11 H -1.798 1.281 -0.294
12 H -1.239 -2.261 1.831
13 H 1.309 -2.622 1.685
14 N 0.892 0.151 -0.964
15 N -0.888 -2.102 0.466
16 N 1.392 -1.734 1.187
17 S -2.068 -0.876 -0.283

Atomic forces in eV per Å
C -1.008 1.709 -1.706
C -4.514 1.026 -0.612
C -1.729 4.076 -0.277
C 1.053 -4.796 5.813
H 0.357 -0.075 0.340
H -0.893 -0.095 2.336
H 2.303 -2.116 -1.827
H -0.682 -0.701 -1.585
H 1.947 0.112 0.861
H 0.639 -1.484 -1.320
H 2.128 -1.224 1.329
H 1.166 0.682 -5.012
H -0.307 -0.254 -0.855
N 1.188 3.877 -1.369
N -1.398 1.641 3.479
N -0.841 0.711 -0.564
S 0.592 -3.088 0.970


> The highest energy relative to the best compared isomer or geometry (same formula, charge and spin) belongs to which entry?

C4H9N3S


> What is the formula in the second record?

C4H5NO2S2


> What is the formula in the second record?

C4H5NO2S2


> Which of these has the lowest calculated total energy?

C6H39NO13